Run one
Entry from OMol25: a structure of composition C6H19AlINO (ωB97M-V/def2-TZVPD).

Element x y z (Å)
1 C -2.51012 -0.85559 3.76487
2 Al -1.57677 0.65245 2.84261
3 I 0.27025 1.55752 4.49582
4 H -2.20630 -1.84965 3.45044
5 H -2.30464 -0.79021 4.82919
6 H -3.58075 -0.74058 3.63581
7 H -0.86753 0.24461 1.43561
8 H -2.57431 1.87714 2.55639
9 C 1.39543 1.42071 -1.20507
10 N 0.63867 0.25994 -1.78104
11 C 0.77210 0.31916 -3.26222
12 C -0.80080 0.38474 -1.40311
13 C 1.18431 -1.08153 -1.33456
14 C 1.02878 -1.34686 0.13671
15 O 1.76345 -0.37918 0.85544
16 H 1.11455 2.30488 -1.77444
17 H 1.12336 1.54754 -0.16664
18 H 2.45852 1.22866 -1.30231
19 H 0.36580 1.26438 -3.60964
20 H 0.21874 -0.50799 -3.69872
21 H 1.82503 0.24607 -3.51984
22 H -0.89015 0.39470 -0.31725
23 H -1.34552 -0.45945 -1.81890
24 H -1.17870 1.31830 -1.81204
25 H 2.22896 -1.11056 -1.64400
26 H 0.62514 -1.83069 -1.89406
27 H 1.40175 -2.35482 0.34963
28 H -0.02614 -1.31679 0.41867
29 H 1.44686 -0.39688 1.77265

Summary:
HOMO energy, eV: -7.5
Orbital gap, Ha: 0.2620

Run two
Entry from OMol25: a structure of composition C6H19AlINO (ωB97M-V/def2-TZVPD).

Element x y z (Å)
1 C -3.02057 1.48352 4.45657
2 Al -2.58378 -0.11851 3.25114
3 I -4.67230 -0.42384 1.66529
4 H -2.47579 2.48134 4.15440
5 H -4.18022 1.69720 4.36662
6 H -2.80431 1.16788 5.57977
7 H -1.21773 -0.01012 2.45776
8 H -2.51116 -1.41780 4.17156
9 C 0.35066 -1.20993 -2.40655
10 N 1.53686 -0.57778 -1.67645
11 C 2.76965 -0.72247 -2.56537
12 C 1.77996 -1.31521 -0.37348
13 C 1.30170 0.93985 -1.43518
14 C 0.10436 1.26648 -0.52421
15 O -1.10730 0.77680 -1.08131
16 H 0.66749 -2.18812 -2.78613
17 H -0.46936 -1.36433 -1.70246
18 H 0.06184 -0.55987 -3.23685
19 H 2.94937 -1.78734 -2.73992
20 H 3.62364 -0.27441 -2.04915
21 H 2.57701 -0.20773 -3.51163
22 H 0.87589 -1.26673 0.24110
23 H 2.62032 -0.84258 0.14221
24 H 2.00929 -2.36011 -0.60486
25 H 1.15683 1.38658 -2.42760
26 H 2.22398 1.33740 -0.99749
27 H 0.01451 2.35325 -0.42543
28 H 0.23134 0.84460 0.47450
29 H -1.81218 0.91199 -0.41688

Summary:
HOMO energy, eV: -7.1
Orbital gap, Ha: 0.2346

Most stable to least stable: run one, run two

Run one
Entry from OMol25: a cluster of 2 separate species, CH3NS2 in total (ωB97M-V/def2-TZVPD).

Element x y z (Å)
1 C 3.18041 1.45520 -1.41882
2 N -0.10877 -0.30019 -0.13616
3 S 3.46294 0.01882 -1.86270
4 S 2.84434 2.90417 -0.94453
5 H 0.64902 -0.13421 0.51530
6 H -0.08811 0.45183 -0.77888
7 H -0.99904 -0.16895 0.42246

Summary:
HOMO energy, eV: -9.8
Orbital gap, Ha: 0.3559

Run two
Entry from OMol25: a cluster of 2 separate species, CH3NS2 in total (ωB97M-V/def2-TZVPD).

Element x y z (Å)
1 C -2.21329 -0.33987 -0.97325
2 N 1.31530 -0.35511 0.47828
3 S -3.09844 -0.20441 0.32577
4 S 0.62485 1.06690 -0.24850
5 H -0.46022 0.47456 -0.64886
6 H 1.85891 -0.23734 1.27828
7 H 1.97289 -0.40473 -0.21172

Summary:
HOMO energy, eV: -9.1
Orbital gap, Ha: 0.3159

Run three
Entry from OMol25: an isolated molecule of CH3NS2 (ωB97M-V/def2-TZVPD).

Element x y z (Å)
1 C -1.81176 0.90032 0.22559
2 S -0.51411 -0.08828 0.60258
3 N 1.12864 -0.20549 -0.47822
4 S -0.64804 -1.98471 0.63876
5 H -1.69274 1.98739 -0.04448
6 H 1.95095 0.41335 -0.74221
7 H 1.58706 -1.02258 -0.20203

Summary:
HOMO energy (spin up / spin down), eV: -9.0 / -9.0
Orbital gap (spin up / spin down), Ha: 0.2556 / 0.2555
SMILES: C#S(N)=S

Run four
Entry from OMol25: an isolated molecule of CH3NS2 (ωB97M-V/def2-TZVPD).

Element x y z (Å)
1 N -1.45875 0.29686 0.14467
2 S 0.07845 0.87243 -0.20764
3 C 1.01907 -0.42663 -0.38876
4 S 3.10829 -0.17195 0.07101
5 H -2.20419 1.00156 0.05835
6 H -1.36218 -0.11132 1.06394
7 H 0.81930 -1.46094 -0.74157

Summary:
HOMO energy (spin up / spin down), eV: -8.2 / -8.2
Orbital gap (spin up / spin down), Ha: 0.2515 / 0.2514
SMILES: NSC=S

Most stable to least stable: run one, run two, run four, run three

Run one
Entry from OMol25: an isolated molecule of CH3IN2O (ωB97M-V/def2-TZVPD).

Element x y z (Å)
1 O 1.16784 1.15618 -0.49548
2 C 0.93460 -0.03000 -0.69336
3 N -0.18108 -0.68264 -0.29946
4 N -0.93873 0.46397 0.59453
5 I -1.52175 -0.24014 2.42225
6 H 1.52727 -0.66651 -1.30688
7 H -0.89582 -1.06199 -0.91175
8 H -0.09232 1.06114 0.69015

Summary:
HOMO energy, eV: -9.2
Orbital gap, Ha: 0.3333
SMILES: O=CNNI

Run two
Entry from OMol25: an isolated molecule of CH3IN2O (ωB97M-V/def2-TZVPD).

Element x y z (Å)
1 N -0.54476 -0.04102 -0.05025
2 N 0.88805 0.31243 0.05099
3 C 1.82185 -0.73536 -0.06310
4 O 1.70013 -1.89641 -0.06815
5 I 3.82639 0.13471 0.01085
6 H -0.97690 0.11684 0.78994
7 H -0.57419 -0.97996 -0.34360
8 H 1.35918 1.04293 -0.43910

Summary:
HOMO energy, eV: -9.8
Orbital gap, Ha: 0.3728
SMILES: NNC(=O)I

Most stable to least stable: run two, run one

Run one
Entry from OMol25: an isolated molecule of C3H5N3S (ωB97M-V/def2-TZVPD).

Element x y z (Å)
1 N 0.60536 -0.53500 2.67003
2 C -0.12299 -0.06500 1.90899
3 C -0.93911 0.52807 0.96203
4 S -2.52085 0.82934 1.12009
5 C -0.14048 0.88900 -0.60142
6 N 0.06971 -0.29398 -1.33179
7 N 1.02634 -1.21545 -0.86584
8 H -0.83198 1.55559 -1.10224
9 H 0.79954 1.37131 -0.34305
10 H -0.78650 -0.78570 -1.57017
11 H 1.95325 -0.80941 -0.96198
12 H 0.88771 -1.46877 0.11535

Summary:
HOMO energy, eV: -8.9
Orbital gap, Ha: 0.2670
SMILES: N#CC(=S)CNN

Run two
Entry from OMol25: an isolated molecule of C3H5N3S (ωB97M-V/def2-TZVPD).

Element x y z (Å)
1 N 0.33894 1.77394 -0.22192
2 C -0.11702 0.50187 -0.15242
3 C -1.40798 -0.00591 -0.11267
4 C -1.23277 -1.39404 -0.11810
5 N 0.01720 -1.77952 -0.15008
6 N 0.70110 -0.59451 -0.18955
7 S 2.38993 -0.57098 -0.21011
8 H -0.26953 2.50052 0.15715
9 H 1.29568 1.91330 0.13096
10 H -2.30615 0.59267 -0.12693
11 H -2.02398 -2.17849 -0.12175
12 H 2.61459 -0.75885 1.11541

Summary:
HOMO energy, eV: -8.3
Orbital gap, Ha: 0.3298
SMILES: Nc1ccnn1S

Most stable to least stable: run two, run one

Run one
Entry from OMol25: a cluster of 2 separate species, C4H8INS in total (ωB97M-V/def2-TZVPD).

Element x y z (Å)
1 C -1.07333 0.48535 0.62647
2 C -0.23437 -0.56079 0.56305
3 C -1.82442 0.75831 1.86603
4 C 2.29041 -0.60139 -2.26671
5 N 0.58831 -0.75396 -0.47525
6 S 0.74978 0.21004 -1.72970
7 I -0.18340 -3.39732 -1.46839
8 H -0.91761 1.11429 -0.29696
9 H -0.38760 -1.23047 1.35448
10 H -2.17249 -0.07726 2.50015
11 H -1.21701 1.26630 2.51255
12 H -2.63910 1.46015 1.56833
13 H 2.82352 -0.00805 -3.08907
14 H 1.93732 -1.61631 -2.79562
15 H 2.90694 -0.82186 -1.49233

Summary:
HOMO energy (spin up / spin down), eV: -8.0 / -9.0
Orbital gap (spin up / spin down), Ha: 0.2138 / 0.2884

Run two
Entry from OMol25: a cluster of 2 separate species, C4H8INS in total (ωB97M-V/def2-TZVPD).

Element x y z (Å)
1 C 0.27598 2.13564 1.27321
2 C -0.57625 -1.22069 0.62504
3 C 0.33297 -0.54758 -1.57577
4 C 0.49571 -0.67996 -0.13121
5 N 0.49260 1.40119 0.23397
6 S 0.80181 3.72189 1.48027
7 I 2.40833 -1.49117 0.54421
8 H -0.61485 1.82804 1.96972
9 H -1.57462 -0.69911 0.29619
10 H -0.50681 -1.30116 1.79087
11 H -0.75282 -2.22702 0.21715
12 H 0.81592 0.23923 -2.14090
13 H -0.73725 -0.57939 -1.59727
14 H 0.62651 -1.49148 -2.06711
15 H 1.26966 1.81102 -0.29860

Summary:
HOMO energy, eV: -7.8
Orbital gap, Ha: 0.2532

Most stable to least stable: run two, run one

Run one
Entry from OMol25: a cluster of 2 separate species, C2HCl2FS in total (ωB97M-V/def2-TZVPD).

Element x y z (Å)
1 C -0.80553 -0.15276 -1.72628
2 C 0.84224 0.39698 1.74153
3 F -1.89111 0.50902 -1.97743
4 S -0.27130 -1.23492 -2.77821
5 Cl -0.00764 0.77975 0.35284
6 Cl 0.17807 -0.88458 2.66941
7 H 1.95527 0.58650 1.71814

Summary:
HOMO energy (spin up / spin down), eV: -8.8 / -8.5
Orbital gap (spin up / spin down), Ha: 0.3018 / 0.2652

Run two
Entry from OMol25: a cluster of 2 separate species, C2HCl2FS in total (ωB97M-V/def2-TZVPD).

Element x y z (Å)
1 C -0.98891 0.29717 2.33243
2 C 0.24325 -0.69392 0.24500
3 F -2.09097 0.29622 1.68237
4 S -0.51946 0.54613 3.79939
5 Cl -0.18189 -2.31824 0.55071
6 Cl 1.86326 -0.31058 0.43951
7 H -0.39595 -0.17289 -0.63175

Summary:
HOMO energy (spin up / spin down), eV: -8.4 / -8.4
Orbital gap (spin up / spin down), Ha: 0.2959 / 0.2887

Most stable to least stable: run two, run one